## P
Below is C3H5N3S2 in the gas phase, with properties calculated with wB97M-V/def2-TZVPD.

- Charge: 0
- LUMO energy: 0.363 eV
- SMILES: S=C1CN=C(NS)N1
- HOMO-LUMO gap: 9.0 eV
- Highest occupied orbital energy: -8.61 eV

Each line ends with the natural charge from an NBO analysis.
Element x y z (Å)
S 2.68 -1.28 -0.44  -0.077
C 1.14 -0.79 -0.68  0.090
C 0.06 -1.16 -1.74  -0.317
N -1.20 -0.61 -1.22  -0.507
C -0.91 0.12 -0.23  0.552
N -1.78 0.87 0.46  -0.776
S -1.48 1.86 1.75  0.235
N 0.45 0.09 0.16  -0.625
H 0.35 -0.72 -2.73  0.236
H -0.08 -2.26 -1.90  0.238
H -2.83 0.70 0.20  0.430
H -1.58 0.99 2.75  0.087
H 0.86 0.51 0.96  0.433

=====

## Q
Below is C3H5N3S2 in the gas phase, with properties calculated with wB97M-V/def2-TZVPD.

- Charge: 0
- LUMO energy: 0.229 eV
- SMILES: [H]/N=C\N1SCS/C1=N\[H]
- HOMO-LUMO gap: 9.2 eV
- Highest occupied orbital energy: -8.94 eV

Each line ends with the natural charge from an NBO analysis.
Element x y z (Å)
H -0.26 2.99 -0.51  0.335
N -0.42 2.64 -1.42  -0.651
C -0.29 1.39 -1.51  0.284
N 0.09 0.48 -0.50  -0.626
S 0.44 1.00 1.10  0.442
C -0.41 -0.42 1.80  -0.703
S 0.01 -1.83 0.77  0.246
C 0.09 -0.90 -0.75  0.306
N 0.12 -1.36 -1.92  -0.687
H 0.04 -2.36 -1.97  0.360
H -0.46 0.88 -2.47  0.208
H -0.01 -0.58 2.83  0.259
H -1.48 -0.27 1.83  0.228

=====

Stability check: which of them is most stable? P.

=====

## P
Below is a 2-piece molecular cluster, C4H12O3 overall, with properties calculated with wB97M-V/def2-TZVPD.

- Charge: +1
- LUMO energy (spin up / spin down): -3.324 / -9.560 eV
- Spin multiplicity: 2
- HOMO-LUMO gap (spin up / spin down): 12.3 / 5.5 eV
- Highest occupied orbital energy (spin up / spin down): -15.59 / -15.10 eV

Each line ends with the Löwdin spin population.
Element x y z (Å)
C -0.59 -1.02 1.39  0.122
O -0.17 -0.02 2.14  0.391
C -0.65 -0.92 -0.16  0.117
C 0.66 -0.33 -0.91  0.095
C 0.67 1.01 -1.53  0.021
O 1.26 -1.35 -1.59  0.107
H -1.64 -1.34 1.61  0.088
H 0.32 -1.71 1.68  0.019
H -0.34 0.99 1.92  -0.001
H -1.61 -0.50 -0.43  0.012
H -0.65 -1.87 -0.42  0.001
H 1.15 -0.16 0.08  0.008
H 1.24 1.14 -2.36  0.001
H 1.10 1.71 -0.72  0.008
H -0.33 1.42 -1.66  0.005
H 0.65 -1.77 -2.19  0.005
H -1.50 1.88 1.15  0.000
H -1.04 2.01 -0.44  0.000
O -0.83 2.09 0.57  0.002

=====

## Q
Below is a 2-piece molecular cluster, C4H12O3 overall, with properties calculated with wB97M-V/def2-TZVPD.

- Charge: +1
- LUMO energy (spin up / spin down): -2.992 / -9.152 eV
- Spin multiplicity: 2
- HOMO-LUMO gap (spin up / spin down): 12.2 / 5.9 eV
- Highest occupied orbital energy (spin up / spin down): -15.17 / -15.02 eV

Each line ends with the Löwdin spin population.
Element x y z (Å)
C 0.94 -1.16 -0.96  0.099
O -0.17 -1.44 -1.78  0.655
C 0.36 -0.93 0.47  0.130
C 0.52 0.56 0.88  0.033
C 0.32 0.74 2.36  0.024
O -0.49 1.34 0.19  0.022
H 1.52 -0.36 -1.43  0.020
H 1.48 -2.11 -0.91  0.004
H -0.72 -0.58 -1.88  0.004
H 0.88 -1.59 1.17  0.008
H -0.69 -1.23 0.48  -0.002
H 1.45 0.94 0.45  0.000
H 1.17 0.40 2.96  0.000
H -0.57 0.18 2.65  0.000
H 0.19 1.80 2.61  0.005
H -1.31 0.90 0.38  0.000
H -1.57 1.41 -1.97  0.000
H -1.56 0.58 -3.32  0.000
O -1.73 0.55 -2.37  -0.003

=====

Stability check: which of them is most stable? Q.

=====

## P
Below is a 9-piece molecular cluster, C26H74N4O14 overall, with properties calculated with wB97M-V/def2-TZVPD.

- Charge: 0
- LUMO energy: 0.334 eV
- SMILES: COC[C@H](C)N.COC[C@H](C)N.COC[C@H](C)N.COC[C@H](C)N.OCCO.OCCO.OCCO.OCCO.OCCO
- HOMO-LUMO gap: 9.4 eV
- Highest occupied orbital energy: -9.11 eV

Each line ends with the Mulliken charge.
Element x y z (Å)
C 23.34 -24.10 -19.57  -0.730
O 22.98 -22.77 -19.84  -0.431
C 23.29 -21.94 -18.72  -0.271
C 23.02 -20.49 -19.13  0.442
C 23.04 -19.52 -17.94  -0.447
N 21.79 -20.27 -19.92  -0.734
H 24.41 -24.23 -19.38  0.244
H 23.09 -24.79 -20.37  0.293
H 22.85 -24.46 -18.66  0.309
H 22.59 -22.22 -17.92  0.381
H 24.29 -22.16 -18.35  0.155
H 23.88 -20.19 -19.74  0.118
H 22.20 -19.73 -17.27  0.352
H 22.85 -18.50 -18.26  0.083
H 24.02 -19.53 -17.46  -0.268
H 21.91 -19.81 -20.81  0.288
H 21.65 -21.24 -20.24  0.338
C 23.88 -18.20 -14.84  -0.785
O 24.54 -16.99 -14.55  -0.301
C 25.75 -16.77 -15.26  0.209
C 25.52 -16.51 -16.75  1.040
C 26.87 -16.23 -17.39  -0.875
N 24.69 -15.31 -16.93  -0.163
H 23.27 -18.44 -13.98  0.418
H 24.56 -19.04 -15.05  0.084
H 23.32 -18.11 -15.77  0.330
H 26.25 -15.88 -14.85  0.438
H 26.42 -17.63 -15.13  -1.044
H 25.00 -17.39 -17.16  -0.242
H 26.73 -15.99 -18.45  0.477
H 27.49 -17.12 -17.31  -0.051
H 27.38 -15.38 -16.93  -0.176
H 25.00 -14.57 -16.30  -0.044
H 23.78 -15.53 -16.51  0.368
C 25.82 -12.47 -17.49  -0.355
O 25.12 -12.25 -16.29  -0.422
C 23.77 -11.86 -16.50  -0.170
C 23.02 -11.83 -15.20  0.565
C 22.75 -13.15 -14.55  -1.148
N 21.73 -11.17 -15.50  -0.777
H 25.26 -13.07 -18.20  0.219
H 26.78 -12.96 -17.34  -0.135
H 25.93 -11.50 -18.01  0.430
H 23.76 -10.94 -17.09  0.382
H 23.29 -12.63 -17.13  -0.158
H 23.56 -11.18 -14.50  0.270
H 22.13 -13.73 -15.25  0.244
H 22.20 -13.04 -13.62  0.430
H 23.65 -13.77 -14.43  0.077
H 21.96 -10.18 -15.50  0.282
H 21.14 -11.23 -14.67  0.266
C 28.75 -19.11 -14.04  -0.628
O 29.64 -18.48 -14.95  -0.151
C 30.74 -19.30 -15.25  -1.150
C 31.51 -18.69 -16.43  0.810
C 30.75 -18.89 -17.75  -1.095
N 32.85 -19.27 -16.53  -0.814
H 27.81 -18.56 -13.95  0.017
H 29.20 -19.08 -13.04  0.355
H 28.48 -20.10 -14.39  0.300
H 31.36 -19.39 -14.35  0.479
H 30.51 -20.33 -15.55  0.348
H 31.52 -17.60 -16.29  0.090
H 31.21 -18.20 -18.46  0.406
H 29.70 -18.66 -17.60  -0.172
H 30.83 -19.91 -18.14  0.339
H 33.24 -19.22 -15.59  0.303
H 33.39 -18.54 -17.00  0.328
O 21.39 -15.30 -21.55  -0.572
C 20.97 -15.66 -20.23  -0.688
C 21.87 -15.17 -19.13  -0.063
O 23.06 -15.96 -19.16  -0.554
H 22.25 -15.73 -21.64  0.341
H 19.97 -15.25 -20.09  0.377
H 20.90 -16.76 -20.22  0.250
H 21.28 -15.27 -18.21  0.229
H 22.24 -14.16 -19.33  0.294
H 23.69 -15.59 -18.51  0.344
O 29.76 -16.94 -11.53  -0.506
C 29.91 -15.58 -11.92  -0.871
C 29.06 -15.31 -13.16  0.208
O 29.71 -15.74 -14.34  -0.243
H 28.95 -17.01 -11.02  0.328
H 29.73 -14.87 -11.10  0.410
H 30.96 -15.40 -12.17  0.302
H 28.93 -14.22 -13.19  0.386
H 28.06 -15.74 -13.13  -0.007
H 29.69 -16.72 -14.41  0.247
O 24.33 -15.92 -12.13  -0.382
C 23.07 -15.88 -11.48  0.179
C 23.32 -15.44 -10.04  -0.650
O 22.19 -15.28 -9.22  -0.525
H 24.20 -16.19 -13.07  0.443
H 22.47 -15.10 -11.95  0.018
H 22.55 -16.84 -11.46  0.226
H 24.06 -14.62 -9.99  0.331
H 23.87 -16.23 -9.52  0.291
H 21.63 -14.58 -9.56  0.310
O 24.96 -21.03 -16.55  -0.720
C 26.34 -20.62 -16.50  0.419
C 27.07 -20.80 -17.80  0.212
O 27.30 -22.16 -18.11  -0.562
H 24.97 -21.99 -16.52  0.379
H 26.31 -19.57 -16.21  -0.672
H 26.82 -21.16 -15.68  0.687
H 28.01 -20.22 -17.78  -0.248
H 26.61 -20.24 -18.62  0.088
H 28.13 -22.20 -18.60  0.371
O 31.15 -14.26 -16.28  -0.675
C 29.99 -14.18 -17.12  0.379
C 30.18 -13.04 -18.12  -0.560
O 30.62 -13.49 -19.39  -0.560
H 30.77 -14.81 -15.57  0.497
H 29.88 -15.12 -17.68  0.131
H 29.06 -13.97 -16.59  0.057
H 30.82 -12.23 -17.75  0.354
H 29.22 -12.53 -18.29  0.085
H 31.50 -13.20 -19.64  0.311

=====

## Q
Below is a 9-piece molecular cluster, C26H74N4O14 overall, with properties calculated with wB97M-V/def2-TZVPD.

- Charge: 0
- LUMO energy: -0.155 eV
- SMILES: COC[C@H](C)N.COC[C@H](C)N.COC[C@H](C)N.COC[C@H](C)N.OCCO.OCCO.OCCO.OCCO.OCCO
- HOMO-LUMO gap: 8.6 eV
- Highest occupied orbital energy: -8.76 eV

Each line ends with the Mulliken charge.
Element x y z (Å)
C -1.65 2.07 3.22  -0.254
O -2.30 1.33 2.17  -0.588
C -1.32 1.07 1.12  2.126
C -1.85 -0.11 0.26  -0.012
C -2.15 -1.46 1.03  -0.873
N -0.94 -0.41 -0.77  2.792
H -1.25 2.98 2.83  -0.020
H -0.83 1.55 3.76  -0.027
H -2.43 2.34 3.93  0.372
H -1.28 1.98 0.44  -0.419
H -0.26 0.82 1.46  -1.129
H -2.81 0.28 -0.20  0.238
H -2.52 -2.24 0.42  0.243
H -2.74 -1.28 1.97  0.448
H -1.20 -1.96 1.20  -0.306
H -0.85 0.50 -1.26  -0.338
H -0.03 -0.60 -0.30  -2.062
C 1.40 -2.74 0.62  0.078
O 0.87 -2.78 1.91  -0.510
C 1.32 -1.77 2.80  -0.336
C 1.17 -2.18 4.21  -0.564
C -0.17 -1.84 4.70  -0.999
N 2.17 -1.34 4.98  -0.575
H 1.45 -3.72 0.23  0.426
H 2.36 -2.19 0.65  0.333
H 0.68 -2.16 -0.07  -0.472
H 2.38 -1.68 2.65  0.795
H 0.83 -0.77 2.58  -0.093
H 1.47 -3.22 4.33  0.701
H -0.90 -2.36 3.98  0.069
H -0.33 -0.79 4.73  0.098
H -0.45 -2.21 5.66  0.532
H 3.01 -1.43 4.39  0.201
H 2.40 -2.02 5.75  0.302
C 0.26 -0.73 -4.13  -0.363
O 1.33 -1.00 -5.02  -0.465
C 0.97 -0.65 -6.38  -0.521
C 2.14 -0.84 -7.29  0.280
C 1.85 -1.06 -8.73  -1.379
N 2.77 -2.06 -6.95  -0.836
H -0.02 0.29 -3.99  0.234
H 0.45 -1.07 -3.10  -0.295
H -0.63 -1.30 -4.46  0.399
H 0.05 -1.23 -6.60  0.279
H 0.62 0.38 -6.40  0.329
H 2.90 -0.18 -7.07  0.440
H 1.09 -1.80 -8.79  0.367
H 2.72 -1.31 -9.28  0.420
H 1.43 -0.06 -9.09  0.288
H 2.10 -2.87 -7.09  0.307
H 2.59 -2.10 -5.98  0.338
C 2.23 0.29 -0.88  -0.699
O 1.30 1.25 -0.54  0.482
C 1.79 2.57 -0.34  -0.120
C 2.60 2.79 0.96  0.404
C 1.84 2.60 2.22  -0.280
N 3.20 4.11 1.10  -0.748
H 1.73 -0.60 -1.30  -0.013
H 2.92 -0.01 -0.10  0.272
H 2.79 0.56 -1.75  0.401
H 2.47 2.82 -1.14  0.550
H 0.93 3.24 -0.17  -1.135
H 3.38 2.06 0.80  0.515
H 1.06 3.38 2.33  -0.024
H 2.35 2.70 3.21  -0.030
H 1.23 1.74 2.34  -0.209
H 2.48 4.82 0.95  0.248
H 3.83 4.38 0.31  0.333
O -1.70 5.76 1.20  -0.608
C -1.34 4.86 0.21  0.537
C -1.22 5.60 -1.14  -0.609
O -0.85 4.75 -1.96  -0.330
H -2.32 5.30 1.75  0.400
H -0.44 4.36 0.59  -0.290
H -2.18 4.14 0.14  0.161
H -0.53 6.42 -1.01  0.319
H -2.16 6.07 -1.50  0.365
H -0.72 5.19 -2.82  0.230
O -2.43 -2.01 -2.71  -0.567
C -3.04 -3.15 -2.20  -0.722
C -1.83 -4.05 -1.75  0.922
O -2.16 -5.21 -1.51  -0.411
H -2.04 -1.34 -2.07  0.080
H -3.64 -2.98 -1.42  0.409
H -3.69 -3.62 -3.00  0.404
H -1.42 -3.65 -0.89  -0.874
H -1.00 -3.89 -2.48  0.228
H -2.38 -5.59 -2.32  0.345
O -0.36 -4.89 3.21  -0.594
C -1.36 -5.36 2.32  -0.106
C -0.66 -6.05 1.17  -0.464
O -1.48 -6.70 0.53  -0.560
H 0.09 -4.20 2.82  0.432
H -1.98 -6.10 2.84  0.354
H -1.93 -4.49 1.94  -0.011
H 0.09 -6.73 1.67  0.231
H -0.17 -5.38 0.49  0.132
H -1.83 -6.08 -0.10  0.508
O -4.37 1.96 -3.62  -0.550
C -3.39 2.46 -2.81  -0.134
C -2.10 1.81 -3.16  -0.555
O -1.23 2.10 -2.28  -0.294
H -4.13 2.25 -4.52  0.356
H -3.25 3.62 -2.90  0.154
H -3.67 2.27 -1.73  0.130
H -1.76 1.98 -4.20  0.546
H -2.20 0.71 -2.92  0.157
H -1.01 3.00 -2.51  0.150
O 1.22 1.35 5.48  -0.346
C 2.22 2.13 6.10  -0.356
C 1.57 2.77 7.29  -0.300
O 2.50 3.52 7.76  -0.506
H 1.82 0.61 5.16  0.281
H 2.95 1.35 6.41  0.338
H 2.60 2.90 5.46  0.215
H 1.28 2.07 8.13  0.247
H 0.82 3.41 6.85  0.267
H 2.84 3.99 6.99  0.341

=====

Stability check: which of them is most stable? P.

=====

## P
Below is a 2-piece molecular cluster, C4H2F2O overall, with properties calculated with wB97M-V/def2-TZVPD.

- Charge: 0
- LUMO energy: -1.670 eV
- HOMO-LUMO gap: 9.4 eV
- Highest occupied orbital energy: -11.07 eV

Each line ends with the natural charge from an NBO analysis.
Element x y z (Å)
C -0.37 -2.64 -0.28  0.228
C -0.77 -1.51 0.09  -0.554
C -1.06 -0.15 0.60  0.152
C -0.33 -0.03 -0.65  0.762
O 0.99 0.13 -0.54  -0.649
F -2.87 0.45 0.21  -0.508
F -0.88 0.24 -1.77  -0.234
H -1.14 0.22 1.61  0.287
H 1.48 -0.27 -1.32  0.517

=====

## Q
Below is C4H2F2O in the gas phase, with properties calculated with wB97M-V/def2-TZVPD.

- Charge: 0
- LUMO energy: -2.095 eV
- HOMO-LUMO gap: 8.5 eV
- Highest occupied orbital energy: -10.64 eV

Each line ends with the natural charge from an NBO analysis.
Element x y z (Å)
C -1.62 -2.64 -0.14  0.192
C -1.30 -1.48 0.20  -0.425
C -0.81 -0.28 0.09  -0.028
C 0.59 0.31 0.17  0.841
O 0.58 1.41 -0.58  -0.692
F 1.71 -0.38 -0.18  -0.327
F 0.78 0.65 1.45  -0.328
H -1.50 0.60 -0.38  0.254
H 1.58 1.80 -0.62  0.513

=====

Stability check: which of them is most stable? Q.